C19H24CrF7N4O3 | wB97M-V/def2-TZVPD

Output
* 2S+1: 5
* charge: -1
* LUMO (alpha / beta): 2.69 / 2.69 eV
* E_HOMO (alpha / beta): -2.60 / -4.29 eV
* orbital gap (alpha / beta): 5.30 / 6.98 eV
* relative energy (zero: lowest compared OMol25 entry of this formula, charge and spin): 0.152 eV
* ⟨S²⟩: 6.019

Geometry as XYZ:
```
58
Properties=species:S:1:pos:R:3:forces:R:3:nbo_charge:R:1
C 0.343822 1.038247 -5.259364 -1.736 1.544 -0.248 -0.392
H 4.502191 2.184751 -0.290230 -0.230 -0.592 -0.580 0.200
H -3.405706 2.156604 -0.726624 0.173 -0.234 0.299 0.171
C 1.942315 0.034112 0.194713 -2.421 -1.405 -0.054 -0.431
C 2.629873 -1.124404 0.455549 1.298 0.135 0.698 -0.201
H -1.106243 2.206690 -0.824453 0.685 0.340 -0.655 0.400
F 1.049435 -0.611586 5.231893 0.177 0.113 0.530 -0.332
C 1.175808 1.379015 3.141638 0.719 0.205 -2.073 -0.657
Cr -0.145849 -0.147354 0.064676 1.312 0.368 0.629 1.102
C 0.699408 -1.570906 -2.138371 0.738 -1.720 2.284 0.610
C -1.142766 0.932584 4.056695 -0.211 -0.560 0.191 0.967
H 4.612912 -2.016102 0.729743 -0.275 0.731 -0.498 0.203
C 1.393473 -1.893757 -3.364376 -0.575 -0.150 -0.735 -0.354
C -3.470504 0.525659 0.771289 -1.604 -0.522 0.888 -0.430
H -3.493113 -2.643045 -0.276504 0.597 -0.790 -0.627 0.167
H -1.350924 2.167034 0.806776 0.036 -0.706 -0.965 0.362
O -0.154610 1.766173 -2.765831 0.192 -0.376 -0.090 -0.716
H -4.898151 -0.614750 -0.453493 0.157 -0.172 -0.125 0.198
H 1.064148 1.926505 2.173570 -0.156 -0.363 0.717 0.237
C -2.987755 -1.679796 -0.369557 -1.089 -1.017 -1.250 -0.215
F -2.077316 -0.062814 4.271325 0.777 1.374 0.277 -0.335
H -1.026111 -2.388625 -0.140910 -0.960 0.873 0.545 0.424
H -0.754606 1.274054 -5.184933 0.842 -0.435 -0.315 0.210
H 2.075525 -2.036553 0.659100 0.378 0.067 0.225 0.206
N -1.678977 -1.653796 0.250577 -0.027 -0.922 -1.373 -0.886
C 1.321020 -0.967551 -4.349091 -0.047 -0.506 0.941 0.064
C 0.050138 0.379713 3.234441 -0.524 -2.441 -1.310 0.115
H -4.402899 1.077132 1.002573 0.762 0.121 1.012 0.197
C 0.267645 0.601215 -2.908050 -1.304 1.850 0.182 0.767
H -2.763056 0.543729 -1.118988 0.013 0.299 -1.113 0.185
F -0.804567 1.505006 5.274694 -0.461 -0.932 -1.091 -0.345
H 1.755436 -1.116717 -5.308417 0.159 -0.129 -0.709 0.193
C 4.035925 -1.107394 0.447042 0.331 -1.196 -0.419 -0.311
H -2.854840 -1.454408 -1.454823 -0.150 -0.201 0.723 0.183
H -1.729691 -1.703229 1.239534 0.105 -0.179 1.138 0.387
H 0.795081 2.002475 -5.164899 0.501 0.733 -0.319 0.213
H 1.172384 2.107952 3.921934 0.262 0.262 0.767 0.214
N 0.716578 0.252013 -4.159934 1.070 -2.256 0.395 -0.424
H 1.753174 -2.932659 -3.483141 0.049 1.038 -0.025 0.235
C 3.940700 1.236854 -0.215851 2.803 -0.228 0.102 -0.324
H 1.908317 1.943354 -0.503689 0.564 0.865 0.319 0.180
F -0.301763 -1.887503 4.158760 0.422 -0.006 -0.300 -0.317
H -2.740984 0.336188 1.633143 -1.279 0.480 -1.105 0.254
F 1.708131 -1.413712 3.303514 -1.952 0.457 1.190 -0.346
F 5.993300 0.013984 -0.319687 0.311 0.061 0.417 -0.357
H 0.581142 0.568433 -6.198511 0.119 -0.210 -0.228 0.194
H 2.150200 0.860990 2.993226 -0.669 0.405 0.468 0.258
H -4.536681 -1.431055 1.068555 -0.013 0.382 0.212 0.197
C 2.589279 1.179479 -0.140089 -0.716 0.669 -0.518 -0.193
O -0.461756 -0.083467 1.987921 0.303 0.811 3.544 -0.879
N 0.194927 -0.316913 -1.951992 0.220 -1.553 -0.149 -0.669
C 4.665396 0.026253 -0.025814 -1.150 1.203 0.384 0.351
C -2.812231 1.301765 -0.356004 0.343 -0.902 -0.186 -0.221
F -1.755394 1.893675 3.364675 -0.207 0.290 0.042 -0.325
O 0.678993 -2.428927 -1.179178 -0.603 1.451 -2.271 -0.704
C 0.592813 -0.904791 4.015321 1.168 0.242 -1.817 0.962
N -1.402530 1.610125 -0.079849 -1.292 1.763 1.470 -0.847
C -4.100492 -0.839923 0.259777 2.061 1.568 0.556 -0.394
```
Positions in Å, forces in eV/Å.

***

C19H24F5IO18P | wB97M-V/def2-TZVPD

Output
* charge: -1
* LUMO: 2.02 eV
* E_HOMO: -4.01 eV
* orbital gap: 6.03 eV

Geometry as XYZ:
```
68
Properties=species:S:1:pos:R:3:forces:R:3:nbo_charge:R:1
C -3.569838 -5.174490 1.552038 -0.008 0.042 0.043 0.440
H 1.638900 2.727267 -0.709425 -0.108 -0.032 -0.045 0.199
H 0.479840 -0.520545 4.935368 0.023 -0.059 -0.123 0.176
C 0.635547 -1.414194 5.539236 0.003 0.008 0.056 0.436
P -0.120495 -1.082186 -2.473756 0.211 -0.772 -0.084 0.982
O -3.503820 -0.392730 -0.751936 0.126 0.063 0.003 -0.477
H 1.146129 1.705990 -4.067088 -0.277 0.234 -0.067 0.144
H -0.295561 -1.937293 -1.304226 0.064 0.122 -0.033 -0.170
H -0.439001 2.278374 -1.710492 0.262 0.183 -0.182 0.166
O -2.037959 -1.581482 7.608730 0.002 -0.037 0.011 -0.554
F 6.311829 1.558500 -5.389274 0.039 0.089 0.025 -0.318
C 7.011794 2.865700 -7.248552 0.069 -0.030 -0.042 -0.129
H 7.670085 3.311768 -6.501287 -0.009 -0.056 0.057 0.199
H -5.515949 1.128074 1.228676 0.104 0.106 -0.033 0.199
H -6.137511 0.190083 -0.157152 -0.008 -0.087 0.069 0.192
C 1.159333 1.974922 2.758155 0.043 -0.049 -0.123 0.432
C -5.246951 0.619536 0.306718 -0.050 0.056 0.034 -0.126
H 2.079018 2.824816 -2.433618 -0.076 -0.014 0.138 0.231
C 1.715738 2.162244 -1.644244 0.065 0.158 0.075 -0.561
H -0.208343 -2.190976 -3.400260 -0.084 -0.004 0.147 -0.155
C 2.744428 1.112343 -1.351006 -0.141 -0.188 0.239 0.570
F -2.733689 -5.977671 0.856748 -0.011 -0.106 0.050 -0.323
H 1.925959 -0.298716 6.916002 -0.104 0.077 0.046 0.208
C 5.910470 2.073028 -6.571793 0.007 0.084 -0.017 0.448
F 1.336847 -2.318032 4.817127 -0.027 -0.092 0.047 -0.323
H -2.505379 -3.958316 3.034954 -0.122 0.067 0.047 0.220
O 2.922389 0.562767 -0.318430 0.059 0.192 -0.174 -0.529
C -4.187616 -0.449559 0.477082 0.229 -0.049 -0.196 0.421
H -3.456357 -0.305457 1.266599 -0.257 0.001 0.145 0.198
O 6.278401 3.891519 -7.916146 0.015 -0.010 -0.004 -0.493
C -0.946154 1.335665 2.314959 0.156 -0.101 -0.189 0.995
H 0.149981 3.880311 2.743045 0.039 -0.008 0.046 0.195
O 0.087924 1.156326 3.188188 0.057 -0.113 -0.097 -0.515
C -5.243403 -5.483502 3.026287 0.081 -0.065 0.049 0.971
C 0.221797 1.349813 -3.581642 0.087 -0.423 0.153 -0.077
O 0.077554 0.357886 -1.395615 0.098 0.430 0.030 -0.837
H 5.490053 1.269718 -7.179236 -0.009 -0.069 0.089 0.157
O 0.086801 -0.004460 -3.848002 0.113 0.141 -0.081 -0.831
O -3.014988 1.299392 -2.171596 -0.110 0.223 0.019 -0.536
H -2.467887 -5.719030 3.322282 0.026 -0.022 -0.063 0.196
O 4.920449 3.060109 -6.358530 -0.094 -0.097 -0.150 -0.482
H 1.318018 -1.293096 -2.382794 0.001 0.260 -0.060 -0.181
F -4.748388 -1.687234 0.627618 -0.095 -0.114 -0.109 -0.349
H 1.828923 1.382987 2.133135 0.091 0.052 -0.027 0.189
O -1.875741 0.607771 2.232714 -0.142 0.106 0.252 -0.581
O 0.112013 -0.916647 7.711879 0.025 0.010 0.008 -0.491
C 0.328077 1.559488 -2.043377 -0.323 -0.539 0.290 0.105
H 7.593648 2.290741 -7.963085 -0.070 0.045 -0.088 0.204
O -4.632823 1.522741 -0.608724 0.123 0.025 0.083 -0.504
O -4.778017 -5.873396 1.809677 -0.112 0.194 -0.087 -0.497
H -1.529140 -0.879708 -2.522725 -0.086 0.227 -0.012 -0.150
C 5.079756 4.036642 -7.290197 0.067 0.041 0.060 0.968
H -0.650330 1.912968 -3.947976 0.176 0.016 -0.092 0.160
H -3.786199 -4.285131 0.958489 0.062 -0.045 -0.097 0.173
I 4.066016 0.678862 -3.040322 -0.010 -0.057 0.006 -0.059
C -3.065277 -4.884759 2.951387 0.077 0.060 0.009 -0.129
H 0.984207 3.520358 1.206010 -0.060 -0.100 -0.060 0.216
C -0.963082 -1.498094 7.122004 0.062 -0.087 0.016 0.969
H 1.782950 -2.045526 7.251210 0.015 -0.031 -0.065 0.197
O 4.295312 4.887870 -7.531564 0.011 0.023 0.037 -0.552
C 1.259981 -1.156238 6.895581 0.076 0.029 0.015 -0.128
O -4.284890 -4.804211 3.696227 0.012 -0.004 0.003 -0.485
C 0.433095 3.095653 2.039058 0.062 0.013 -0.022 -0.125
O -0.621005 -1.966505 5.891139 -0.103 0.182 -0.057 -0.493
O -0.738665 2.429877 1.565038 -0.056 0.105 0.064 -0.466
F 1.842532 2.411674 3.849705 -0.074 0.052 0.090 -0.337
C -3.634233 0.856870 -1.271474 -0.212 -0.220 -0.073 0.976
O -6.331847 -5.707484 3.438411 -0.001 -0.040 0.006 -0.568
```
Positions in Å, forces in eV/Å.

***

C19H24F6O2PS2 | wB97M-V/def2-TZVPD

Output
* charge: +1
* LUMO: -5.79 eV
* E_HOMO: -11.48 eV
* orbital gap: 5.69 eV

Geometry as XYZ:
```
54
Properties=species:S:1:pos:R:3:forces:R:3:nbo_charge:R:1
C 2.581616 0.269109 6.022818 -0.023 -0.129 -0.148 -0.207
H 1.621530 -1.280418 7.171610 0.058 0.039 -0.147 0.222
C 0.762110 -0.971589 -0.033180 0.499 -0.755 -0.141 -0.440
H 3.520487 1.624232 4.635773 -0.053 -0.168 0.028 0.219
C -2.397496 4.766385 -1.315170 0.059 0.028 0.086 -0.211
C -2.215195 6.054970 -0.812634 0.036 -0.193 0.088 -0.201
S 0.169616 -3.004773 -3.058876 2.740 -10.224 -0.176 1.595
H -2.157611 -4.262018 -1.420675 -0.565 2.401 0.308 0.328
C 3.068513 0.644812 4.771201 -0.057 -0.092 0.012 -0.198
H -3.576410 -3.006380 -1.615085 2.144 -0.090 0.607 0.308
H -1.451507 -0.439418 0.060874 1.465 -0.470 -2.048 0.296
F -1.518755 -1.888586 -5.323884 4.835 1.514 -0.683 -0.318
H 2.457119 -1.372620 -1.653433 -0.998 1.974 1.676 0.253
C -1.431793 3.844211 0.698239 -0.040 0.143 -0.126 -0.213
H 1.045289 1.900046 -1.136557 1.080 -1.389 0.066 0.147
F 1.856030 -0.975351 -4.109478 -3.147 -3.921 -0.937 -0.280
H -2.516366 6.915965 -1.402864 0.036 -0.139 0.090 0.225
C -0.628735 -0.562115 -0.795495 -0.181 0.577 1.160 -0.726
H 0.789661 -2.154443 0.119409 -0.116 2.540 -0.205 0.242
H -3.048555 -1.943994 0.719705 0.946 -2.186 -0.294 0.202
P -1.312513 -1.871426 -2.005339 -2.345 1.647 1.938 0.918
C -2.502727 -3.154415 -1.173071 -0.330 -1.572 0.678 -0.722
H -1.613059 -3.246629 1.036185 -1.956 0.515 -1.238 0.224
F 0.173283 -2.178988 -6.981802 -1.112 2.232 5.284 -0.282
C 1.998618 -0.986414 6.196031 0.055 0.063 -0.182 -0.204
H -0.608429 0.460555 -1.363707 0.212 -1.988 0.899 0.299
H 2.656234 0.954110 6.863323 -0.003 -0.112 -0.137 0.223
H 0.754997 -0.470876 1.025993 -0.044 -0.876 -2.122 0.271
F -3.629278 -4.002954 0.919783 2.572 2.420 -1.444 -0.357
S 2.189005 1.159774 -1.528193 -0.618 0.128 -0.043 -0.049
H 3.362490 0.054963 2.719951 0.004 -0.005 0.112 0.205
H 1.438950 -2.839395 5.249426 0.095 0.145 -0.002 0.216
C 0.973069 -2.097737 -4.503541 3.802 0.982 -2.985 0.428
H -1.122050 2.983435 1.284616 -0.039 0.107 -0.004 0.201
C -1.647771 6.237282 0.448213 -0.009 -0.172 -0.050 -0.197
H -2.843191 4.623796 -2.296122 0.058 0.040 0.144 0.216
C -1.254528 5.132653 1.203223 -0.047 -0.041 -0.136 -0.210
C -0.104475 -1.567516 -5.631228 -0.419 1.182 -3.921 0.926
H -1.511047 7.241235 0.842593 -0.019 -0.182 -0.070 0.225
F 1.839659 -3.107800 -5.214615 -3.111 3.341 3.019 -0.266
H -0.810203 5.274976 2.184769 -0.072 -0.023 -0.157 0.222
F 0.156800 -0.099953 -5.797196 -1.639 -5.231 0.771 -0.295
H -2.158369 -1.141909 -2.960161 1.049 -0.829 0.517 0.126
O -0.592090 -4.227249 -3.705102 1.758 5.662 1.880 -0.789
O 1.264663 -3.644115 -2.148098 -3.693 3.987 -2.534 -0.770
C -2.007737 3.661611 -0.558644 0.113 0.271 0.106 -0.237
H 3.015136 -0.629799 -0.013917 -2.023 0.103 -1.722 0.259
C -2.600416 -2.997297 0.458862 -1.185 -0.466 0.382 0.027
C 1.898640 -1.863150 5.116084 0.022 0.106 -0.016 -0.213
H 2.313064 -2.173203 3.024362 0.055 0.022 0.103 0.200
C 2.140062 -0.574576 -0.824418 0.370 -1.123 1.404 -0.558
C 2.976954 -0.235475 3.693461 -0.151 -0.070 0.154 -0.230
C 2.388927 -1.488956 3.865292 -0.028 0.200 0.142 -0.230
H -2.152214 2.657423 -0.949310 -0.040 0.076 0.010 0.182
```
Positions in Å, forces in eV/Å.

***

C19H24N2O2 | wB97M-V/def2-TZVPD

Output
* charge: 0
* SMILES: CCOc1ccc(NC(=O)NCCCCc2ccccc2)cc1
* LUMO: 0.64 eV
* E_HOMO: -7.77 eV
* orbital gap: 8.41 eV
* relative energy (zero: lowest compared OMol25 entry of this formula, charge and spin): 0.057 eV

Geometry as XYZ:
```
47
Properties=species:S:1:pos:R:3:forces:R:3:nbo_charge:R:1
C 0.311031 0.401493 2.211478 0.008 0.002 0.021 -0.243
H 2.807347 0.684658 -2.103550 0.109 0.008 -0.019 0.216
H -1.974734 1.142616 -3.182146 -0.109 0.024 -0.025 0.201
C 0.853337 -0.065039 -1.786483 -0.150 -0.167 0.100 -0.262
C 0.842329 2.199683 3.706206 0.053 0.117 0.031 -0.231
O -0.227045 -2.201579 -0.200277 0.460 0.005 0.125 -0.665
H 1.196892 -0.836966 -1.118910 0.007 -0.017 0.015 0.257
H 0.345109 -0.035958 1.224615 0.002 -0.084 -0.145 0.219
C 0.874388 1.643874 2.438038 0.025 0.080 -0.052 -0.205
C -0.015667 1.904767 -3.519544 0.234 0.014 0.004 -0.243
C 1.346218 1.799282 -3.232616 -0.163 -0.048 0.022 0.285
H -0.392814 -2.129516 2.173721 0.017 -0.078 0.065 0.236
H -0.339150 2.679124 -4.196873 -0.044 0.089 -0.078 0.224
C -3.113993 -2.686663 2.111554 0.165 0.180 -0.192 -0.405
H -2.393691 -0.699147 1.683950 -0.042 0.077 0.038 0.198
H 3.914185 3.608200 -4.042512 -0.013 -0.130 0.130 0.192
H 1.340312 2.179010 1.622869 0.039 0.038 -0.067 0.212
C -0.320554 0.263539 4.514278 0.001 -0.024 -0.020 -0.257
H 5.236827 1.537809 -4.465584 0.129 -0.030 0.000 0.214
N -1.474152 -0.793425 -1.511763 -0.406 0.040 -0.079 -0.635
C 1.766412 0.803574 -2.359011 0.154 0.351 -0.232 -0.279
H 3.895598 1.691447 -5.610045 0.008 0.002 -0.095 0.214
C -0.501195 0.043156 -2.071429 0.374 0.113 -0.004 0.205
C 3.548100 2.633794 -3.705952 0.414 -0.110 -0.072 -0.061
C 4.154967 1.529071 -4.566844 -0.295 0.227 0.197 -0.638
C -2.392954 -1.401990 2.521223 -0.007 -0.343 0.053 -0.389
H 1.283568 3.169419 3.885930 0.034 0.067 0.013 0.209
C -0.923717 1.042629 -2.947385 0.093 -0.096 0.080 -0.241
H -3.064672 -3.412515 2.924877 -0.093 -0.064 0.055 0.208
H -3.351371 -1.996248 -0.531216 0.124 0.045 -0.029 0.379
C 0.245340 1.505521 4.744332 -0.005 0.082 0.090 -0.195
H -1.510109 -3.672956 1.023979 -0.133 -0.064 -0.036 0.234
C -2.533900 -3.339238 0.850614 -0.065 -0.159 0.262 -0.226
H 3.829766 2.506434 -2.653205 -0.048 0.072 -0.072 0.168
C -0.291907 -0.302543 3.247001 0.088 -0.130 0.057 0.091
H 3.779183 0.553672 -4.267924 0.029 -0.101 -0.006 0.214
C -0.943603 -1.626376 2.968176 -0.179 0.165 -0.095 -0.460
H -2.415525 -0.597711 -1.820459 0.153 -0.099 0.113 0.386
O 2.145333 2.723575 -3.841203 -0.284 0.005 -0.030 -0.498
C -1.300873 -1.826030 -0.621655 -0.483 0.061 -0.297 0.793
N -2.479546 -2.431162 -0.272052 -0.282 -0.066 -0.045 -0.633
H -0.931665 -2.255045 3.860898 0.030 -0.046 0.021 0.202
H -3.142936 -4.206683 0.575615 0.138 0.021 0.050 0.195
H -0.785218 -0.274759 5.329039 -0.044 -0.072 0.078 0.205
H -4.168815 -2.455304 1.935269 -0.053 -0.075 0.049 0.195
H 0.220311 1.932984 5.736704 0.001 0.031 0.069 0.207
H -2.946748 -0.932476 3.338269 0.008 0.086 -0.047 0.208
```
Positions in Å, forces in eV/Å.